[1]
2 unconnected molecules or ions with the total composition C3HCl2NO at a distorted geometry. Source: the OMol25 dataset; level of theory: ωB97M-V with the def2-TZVPD basis set.

The molar mass is 137.95 g mol⁻¹. The calculation puts the largest force on an atom at 0.1297 hartree/bohr. Its spin multiplicity is 3. The value obtained for the LUMO energy (spin up / spin down) is 0.73 / -2.94 eV. The calculation puts the HOMO energy (spin up / spin down) at -6.04 / -9.81 eV. Its HOMO-LUMO gap (spin up / spin down) is 6.7683 / 6.8736 eV.

Geometry as XYZ:
```
8
C3HCl2NO ωB97M-V with the def2-TZVPD basis set
C -1.04908 0.63238 -0.27531
C -0.52041 1.71331 -0.36837
C 3.21213 0.43385 0.08098
N 2.59822 0.99265 0.91102
O 2.36818 1.69598 1.79252
Cl 0.50335 2.98354 -0.49821
Cl 3.42512 -0.70598 -1.08821
H -1.42110 -0.28816 -0.51819
```

[2]
C3HCl3O in the gas phase at a distorted geometry. Source: the OMol25 dataset; level of theory: ωB97M-V with the def2-TZVPD basis set.

Its structure (SMILES) is O=C1[C@H](Cl)C1(Cl)Cl. The molar mass is 159.40 g mol⁻¹. The calculation puts the largest force on an atom at 0.0648 hartree/bohr. Its spin multiplicity is 1. The value obtained for the LUMO energy is -1.81 eV. The calculation puts the HOMO energy at -10.09 eV. Its HOMO-LUMO gap is 8.2815 eV.

Geometry as XYZ:
```
8
C3HCl3O ωB97M-V with the def2-TZVPD basis set
C -0.57625 0.87320 0.01507
C 0.74423 0.28874 -0.43578
C -0.12846 -0.42526 0.58984
O -1.33369 1.74735 -0.10552
Cl 0.83245 -0.40743 -2.03903
Cl 0.39869 -0.88739 2.13315
Cl -1.48774 -1.90711 -0.24924
H 1.55077 0.71790 0.09150
```

[3]
2 unconnected molecules or ions with the total composition C3HCl4N at a distorted geometry. Source: the OMol25 dataset; level of theory: ωB97M-V with the def2-TZVPD basis set.

The molar mass is 192.86 g mol⁻¹. The calculation puts the largest force on an atom at 0.1184 hartree/bohr. Its spin multiplicity is 1. The value obtained for the LUMO energy (spin up / spin down) is -2.02 / -2.02 eV. The calculation puts the HOMO energy (spin up / spin down) at -10.95 / -10.95 eV. Its HOMO-LUMO gap (spin up / spin down) is 8.9321 / 8.9326 eV.

Geometry as XYZ:
```
9
C3HCl4N ωB97M-V with the def2-TZVPD basis set
C 0.13153 1.97350 -0.31471
C -0.64970 -0.72925 -0.09467
C 0.67699 -0.14968 0.41301
N -0.05420 3.02789 -0.67315
Cl -0.52266 -2.51182 0.23514
Cl -0.85401 -0.43142 -1.80002
Cl 2.03511 -0.53032 -0.45486
Cl 0.79363 -0.12715 2.09519
H -1.55670 -0.52175 0.59407
```

[4]
C3HCl5 in the gas phase at a distorted geometry. Source: the OMol25 dataset; level of theory: ωB97M-V with the def2-TZVPD basis set.

The molar mass is 214.31 g mol⁻¹. The calculation puts the largest force on an atom at 0.0721 hartree/bohr. Its spin multiplicity is 1. The value obtained for the LUMO energy (spin up / spin down) is -0.83 / -0.89 eV. The calculation puts the HOMO energy (spin up / spin down) at -9.00 / -8.60 eV. Its HOMO-LUMO gap (spin up / spin down) is 8.1661 / 7.7103 eV.

Geometry as XYZ:
```
9
C3HCl5 ωB97M-V with the def2-TZVPD basis set
C 0.26451 1.14814 -0.02836
C 0.37727 -0.21360 -0.46406
C -0.60529 -1.05617 0.29100
Cl 0.78111 1.81887 1.52637
Cl 0.06161 -0.32984 -2.16004
Cl 2.13387 -0.77625 -0.16264
Cl -0.36438 -1.25212 1.91053
Cl -2.16447 -1.13739 -0.26764
H -0.48424 1.79837 -0.64517
```

[5]
C3HClF2 in the gas phase at a distorted geometry. Source: the OMol25 dataset; level of theory: ωB97M-V with the def2-TZVPD basis set.

Its structure (SMILES) is FC(F)=C=CCl. The molar mass is 110.49 g mol⁻¹. The calculation puts the largest force on an atom at 0.0522 hartree/bohr. Its spin multiplicity is 1. The value obtained for the LUMO energy is -0.25 eV. The calculation puts the HOMO energy at -10.06 eV. Its HOMO-LUMO gap is 9.8048 eV.

Geometry as XYZ:
```
7
C3HClF2 ωB97M-V with the def2-TZVPD basis set
C -1.25554 -0.13520 0.08337
C -0.08736 0.38670 0.37026
C 1.18183 0.43803 0.09417
F 1.53714 -0.23997 -1.05103
F 2.28097 0.91103 0.61053
Cl -1.57977 -1.88303 0.08444
H -2.07726 0.52243 -0.19174
```

[6]
C3HClF2 in the gas phase at a distorted geometry. Source: the OMol25 dataset; level of theory: ωB97M-V with the def2-TZVPD basis set.

Its structure (SMILES) is C#CC(F)(F)Cl. The molar mass is 110.49 g mol⁻¹. The calculation puts the largest force on an atom at 0.0378 hartree/bohr. Its spin multiplicity is 1. The value obtained for the LUMO energy is 0.41 eV. The calculation puts the HOMO energy at -11.24 eV. Its HOMO-LUMO gap is 11.6475 eV.

Geometry as XYZ:
```
7
C3HClF2 ωB97M-V with the def2-TZVPD basis set
C -0.43284 -0.75509 0.07087
C 0.40056 0.41710 0.04776
C 0.86470 1.49310 -0.21664
H 1.39767 2.36219 0.14951
F 0.09612 -1.82851 0.71330
F -1.54546 -0.45467 0.83200
Cl -0.78075 -1.23411 -1.59680
```

[7]
C3HClF2 in the gas phase at a distorted geometry. Source: the OMol25 dataset; level of theory: ωB97M-V with the def2-TZVPD basis set.

Its structure (SMILES) is FC1=C(Cl)[C@H]1F. The molar mass is 110.49 g mol⁻¹. The calculation puts the largest force on an atom at 0.0595 hartree/bohr. Its spin multiplicity is 1. The value obtained for the LUMO energy is 0.60 eV. The calculation puts the HOMO energy at -10.53 eV. Its HOMO-LUMO gap is 11.1315 eV.

Geometry as XYZ:
```
7
C3HClF2 ωB97M-V with the def2-TZVPD basis set
C -0.67788 -0.31312 0.06955
C 0.75589 -0.19574 -0.30939
C 0.17012 0.92530 -0.07982
F 0.03919 2.24840 0.08682
F -1.00420 -0.91718 1.32474
Cl 2.12835 -1.05171 -0.55822
H -1.41146 -0.69595 -0.53368
```

[8]
A gas-phase ion, C3HClNO3 (charge -1) at a distorted geometry. Source: the OMol25 dataset; level of theory: ωB97M-V with the def2-TZVPD basis set.

As for the net charge: -1. The molar mass is 134.50 g mol⁻¹. The calculation puts the largest force on an atom at 0.0727 hartree/bohr. Its spin multiplicity is 1. The value obtained for the LUMO energy (spin up / spin down) is 3.59 / 3.17 eV. The calculation puts the HOMO energy (spin up / spin down) at -4.04 / -3.98 eV. Its HOMO-LUMO gap (spin up / spin down) is 7.6309 / 7.1576 eV.

Geometry as XYZ:
```
9
C3HClNO3 ωB97M-V with the def2-TZVPD basis set
C 2.54305 -0.41088 -0.42357
C -0.11760 -1.17116 0.93453
C 2.25336 0.64288 0.42680
N 0.16670 -0.17222 0.08428
O -0.18829 -2.35040 0.64737
O 2.99086 1.55226 0.80836
O 0.89822 0.82838 0.61335
Cl 4.23591 -0.78989 -0.23703
H 0.92063 -0.38261 -0.73231
```